1.
Computed, not measured: C22H30N4PdSbSe as an isolated structure, with ωB97M-V with the def2-TZVPD basis set.

Geometry as ORCA input:
```
! RIJCOSX wB97M-V def2-TZVPD def2/J DEFGRID3
* xyz 3 5
Pd 0.1343 -0.1903 -0.9866
Se 5.0274 5.7924 0.5457
N 5.3458 4.0918 0.1105
C 4.1847 3.5136 0.0337
C 3.9902 2.1204 -0.3171
C 5.0690 1.2801 -0.5968
C 4.8065 -0.0286 -0.9479
C 3.4828 -0.4333 -1.0179
N 2.4398 0.3644 -0.7548
C 2.6857 1.6235 -0.3983
C 1.5074 2.4931 -0.0776
N 0.3027 1.9340 -0.1340
C -0.7763 2.6851 0.1244
C -0.7109 4.0279 0.4660
C 0.5309 4.6202 0.5420
C 1.6622 3.8415 0.2638
C 2.9924 4.3930 0.3194
N 3.2634 5.6369 0.6100
H 6.0806 1.6619 -0.5386
H 5.6036 -0.7207 -1.1799
H 3.2423 -1.4451 -1.3164
H -1.7323 2.1847 0.0532
H -1.6178 4.5809 0.6649
H 0.6489 5.6638 0.8046
C -1.9597 -0.3829 -0.7357
H -2.1536 -0.0004 0.2636
H -2.3806 -1.3751 -0.8579
H -2.3578 0.2654 -1.5163
C -1.1596 -3.2184 -2.5678
C 0.0742 -3.6231 -1.7607
C 1.3722 -3.2726 -2.4886
Sb 0.0709 -2.7544 0.2215
C 1.6104 -4.3148 1.1329
C 1.2463 -5.7487 0.9397
C 1.8799 -3.8429 2.5307
C -1.9662 -3.6805 1.0156
C -2.0711 -5.1398 0.7449
C -2.1449 -3.1961 2.4207
H -1.1648 -3.7750 -3.5079
H -1.1555 -2.1574 -2.8216
H -2.1019 -3.4372 -2.0625
H 0.0488 -4.6998 -1.5829
H 1.4665 -2.1964 -2.6601
H 1.3779 -3.7439 -3.4738
H 2.2658 -3.6246 -1.9671
H 2.3254 -3.9471 0.3814
H 0.5287 -6.0970 1.6800
H 2.1632 -6.3346 1.0981
H 0.9029 -5.9882 -0.0655
H 1.0614 -4.0845 3.2101
H 2.1060 -2.7787 2.5965
H 2.7610 -4.3849 2.9005
H -2.4618 -3.0627 0.2556
H -1.6004 -5.7472 1.5139
H -1.7256 -5.4341 -0.2458
H -3.1466 -5.3743 0.7694
H -1.5401 -3.7594 3.1316
H -3.1962 -3.3764 2.6890
H -1.9692 -2.1282 2.5421
*
```

For the energy above the lowest of the compared OMol25 structures with the same formula, charge and spin, the calculation gives 45.9 kJ/mol. For the HOMO energy (spin up / spin down), the calculation gives -0.5775 / -0.6406 Eh.

Here are the natural (NBO) charges for atoms 1 to 5, given in e: 0.83, 1.44, -0.60, 0.25, -0.18

2.
Computed, not measured: C28H18AlINO6S as an isolated structure, with ωB97M-V with the def2-TZVPD basis set.

Geometry as ORCA input:
```
! RIJCOSX wB97M-V def2-TZVPD def2/J DEFGRID3
* xyz -1 1
O 4.3794 -5.6954 4.5631
N 3.3552 -5.5658 5.1388
O 2.3752 -4.9692 4.4096
Al 2.5460 -3.2821 3.7946
S 3.5916 -3.2578 1.7943
I 3.8609 -1.8385 5.4998
H 1.1035 -2.6617 3.6854
H 4.8189 -2.9573 2.2002
C 0.1191 -2.9845 0.7434
C -1.1851 -2.5760 0.9879
C -2.0250 -2.2561 -0.0653
C -1.5599 -2.3344 -1.3700
C -0.2367 -2.7322 -1.6156
C 0.5957 -3.0624 -0.5542
C 0.3042 -2.7843 -3.0021
O 1.4395 -3.1316 -3.2396
C -0.6089 -2.3755 -4.1200
C -0.1168 -2.3663 -5.4186
C -0.9410 -2.0015 -6.4669
C -2.2646 -1.6483 -6.2244
C -2.7585 -1.6540 -4.9331
C -1.9320 -2.0127 -3.8760
C -2.4834 -1.9896 -2.4836
O -3.6428 -1.6896 -2.2893
H 0.7557 -3.2209 1.5834
H -1.5404 -2.5007 2.0068
H -3.0417 -1.9361 0.1153
H 1.6156 -3.3667 -0.7456
H 0.9136 -2.6480 -5.5848
H -0.5546 -1.9920 -7.4776
H -2.9094 -1.3671 -7.0467
H -3.7828 -1.3807 -4.7218
C -0.0733 2.8431 -2.2128
C -0.0345 1.5567 -1.6896
C -0.0236 1.3593 -0.3200
C -0.0403 2.4511 0.5376
C -0.0641 3.7462 0.0096
C -0.0865 3.9350 -1.3657
C -0.0582 4.9505 0.8921
O -0.0926 6.0712 0.4292
C -0.0030 4.7259 2.3661
C 0.0532 5.8248 3.2137
C 0.1020 5.6369 4.5823
C 0.0908 4.3508 5.1119
C 0.0350 3.2531 4.2729
C -0.0094 3.4365 2.8975
C -0.0464 2.2248 2.0164
O -0.0760 1.1206 2.5039
H -0.0889 2.9910 -3.2846
H -0.0157 0.7024 -2.3545
H 0.0027 0.3550 0.0840
H -0.1120 4.9442 -1.7520
H 0.0611 6.8161 2.7827
H 0.1523 6.4932 5.2419
H 0.1312 4.2056 6.1832
H 0.0344 2.2452 4.6640
*
```

For the HOMO energy, the calculation gives -0.2046 Eh.

Here are the natural (NBO) charges for atoms 1 to 5, given in e: -0.33, 0.37, -0.76, 1.23, -0.71

3.
Computed, not measured: a 4-piece molecular cluster, C3H15NO4 overall at a distorted geometry, with ωB97M-V with the def2-TZVPD basis set.

Geometry as ORCA input:
```
! RIJCOSX wB97M-V def2-TZVPD def2/J DEFGRID3
* xyz 1 2
C 0.8003 -0.7656 0.4650
C 0.2578 0.6594 0.3755
C -0.6583 0.9980 1.5806
O -0.4963 0.7695 -0.7783
N 1.9785 -1.0163 -0.3721
H 0.9857 -0.9879 1.5348
H 0.0222 -1.4914 0.0498
H 0.8810 1.5669 0.3105
H -1.7336 0.9880 1.3887
H -0.5225 0.5971 2.5845
H -0.6296 2.0617 1.7880
H -0.1943 0.6793 -1.6946
H 2.4488 -1.8942 -0.1407
H 2.6311 -0.2568 -0.1482
H -0.8900 4.5726 -5.4481
H -1.9554 4.5612 -4.3104
O -1.1168 4.9372 -4.5911
H -1.3152 -3.8150 5.9284
H -0.6146 -4.1998 4.6069
O -1.1326 -3.5078 5.0251
H 0.0562 -2.2172 -2.6365
H 0.8976 -0.8638 -2.4843
O 0.2998 -1.3752 -3.0335
*
```

For the energy above the lowest of the compared OMol25 structures with the same formula, charge and spin, the calculation gives 333.7 kJ/mol. For the HOMO energy (spin up / spin down), the calculation gives -0.4960 / -0.4960 Eh.

Here are the natural (NBO) charges for atoms 1 to 5, given in e: -0.29, 0.05, -0.68, -0.53, -0.52

4.
Computed, not measured: C21H22IrN3O as an isolated structure, with ωB97M-V with the def2-TZVPD basis set.

Geometry as ORCA input:
```
! RIJCOSX wB97M-V def2-TZVPD def2/J DEFGRID3
* xyz 2 1
Ir -0.2962 -0.0110 -0.2130
O 2.1853 3.1815 -0.3562
C 1.6549 2.1046 -0.3967
N 0.4413 1.7921 0.1653
C 0.1150 2.3707 1.4560
C -0.0728 1.2200 2.4133
C -0.1680 1.3714 3.7872
C -0.2897 0.2525 4.5872
C -0.3132 -1.0081 3.9981
C -0.2320 -1.0981 2.6308
N -0.1199 -0.0047 1.8527
C 2.3548 0.8597 -0.8908
C 3.6334 0.8605 -1.4050
C 4.2739 -0.3579 -1.5795
C 3.6245 -1.5278 -1.2067
C 2.3390 -1.4588 -0.7067
N 1.7191 -0.2790 -0.5680
H -0.7618 3.0246 1.4503
H 0.9541 2.9887 1.7863
H -0.1330 2.3642 4.2152
H -0.3569 0.3552 5.6620
H -0.3933 -1.9068 4.5924
H -0.2488 -2.0509 2.1203
H 4.1019 1.8103 -1.6262
H 5.2782 -0.3952 -1.9797
H 4.1075 -2.4905 -1.2969
H 1.7914 -2.3411 -0.4063
C -2.5765 2.3328 -1.1441
C -2.1306 0.9095 -1.2174
C -1.1866 0.5042 -2.2161
C -0.7377 -0.8282 -2.3252
C 0.2372 -1.2046 -3.3935
C -1.2199 -1.8003 -1.3872
C -2.1541 -1.4505 -0.4154
C -2.7170 -2.4978 0.4941
C -2.5519 -0.0804 -0.2968
H -1.7703 2.9712 -0.7788
H -3.4466 2.4381 -0.4999
H -2.8339 2.6861 -2.1426
H -0.7844 1.2488 -2.8924
H 1.0443 -0.4751 -3.4699
H -0.2829 -1.2198 -4.3535
H 0.6581 -2.1932 -3.2227
H -0.8733 -2.8236 -1.4491
H -1.9846 -3.2721 0.7160
H -3.5530 -2.9754 -0.0235
H -3.0999 -2.0801 1.4234
H -3.2249 0.1844 0.5092
*
```

For the energy above the lowest of the compared OMol25 structures with the same formula, charge and spin, the calculation gives 0.0 kJ/mol. For the HOMO energy, the calculation gives -0.5634 Eh.

Here are the natural (NBO) charges for atoms 1 to 5, given in e: 1.00, -0.52, 0.63, -0.59, -0.28

5.
Computed, not measured: C35H36As2FeNO13PS2 as an isolated structure at a distorted geometry, with ωB97M-V with the def2-TZVPD basis set.

Geometry as ORCA input:
```
! RIJCOSX wB97M-V def2-TZVPD def2/J DEFGRID3
* xyz -1 2
Fe -0.8928 -0.0584 -0.5259
O -4.2754 -2.3019 1.1453
S -3.5289 -1.2128 0.5693
O -3.0851 -1.4036 -0.8151
O -2.4252 -0.6878 1.3666
C -4.6172 0.1981 0.4513
C -5.9369 0.1065 0.8607
C -6.7720 1.2104 0.7671
C -6.2832 2.4051 0.2600
C -4.9596 2.4904 -0.1439
C -4.1066 1.3930 -0.0476
P -2.3707 1.6207 -0.6293
C -1.8824 3.0940 0.3302
C -2.3031 3.1262 1.6615
C -1.8651 4.1191 2.5204
C -0.9803 5.0900 2.0759
C -0.5242 5.0487 0.7687
C -0.9662 4.0562 -0.0940
C -2.7167 2.0475 -2.3668
C -3.2496 0.9920 -3.1121
C -3.4750 1.1468 -4.4675
C -3.1739 2.3469 -5.0978
C -2.6501 3.3970 -4.3637
C -2.4163 3.2472 -3.0016
H -6.2878 -0.8411 1.2473
H -7.8035 1.1353 1.0880
H -6.9286 3.2703 0.1771
H -4.5828 3.4260 -0.5422
H -2.9652 2.3564 2.0368
H -2.2039 4.1166 3.5483
H -0.6334 5.8627 2.7499
H 0.1867 5.7833 0.4126
H -0.5620 4.0473 -1.0974
H -3.4310 0.0344 -2.6373
H -3.8566 0.3115 -5.0388
H -3.3323 2.4543 -6.1631
H -2.4100 4.3364 -4.8460
H -2.0320 4.0916 -2.4489
N 0.4242 1.2003 -1.4396
C 0.6291 0.9421 -2.8762
C -0.2994 -0.1559 -3.3906
O -0.3544 -0.3429 -4.6027
O -0.9118 -0.8185 -2.4867
H 0.1149 2.1508 -1.2856
H 1.3269 1.1574 -0.9554
H 1.6551 0.6042 -3.0388
H 0.4813 1.8414 -3.4746
S 0.5259 1.0570 2.3408
C 0.1223 0.2804 1.0010
C 1.3697 -3.3687 -3.3859
O 1.6332 -2.8603 -2.0719
C 2.6679 -1.9936 -1.9783
O 3.5018 -1.8741 -2.8556
C 2.6572 -1.2048 -0.7630
C 3.8360 -0.5812 -0.2619
As 5.1137 -1.7433 0.5783
C 5.0350 -3.3651 -0.5352
C 3.7888 -2.3641 1.9620
C 2.5185 -1.9591 2.0987
As 1.3777 -1.3744 0.6155
C 0.1494 -2.8566 0.3623
C 1.7326 -2.1367 3.3485
O 0.5333 -2.2654 3.3783
O 2.5070 -2.0974 4.4409
C 1.8074 -2.2608 5.6783
C 4.4559 -3.2664 2.9569
O 5.5430 -3.0324 3.4084
O 3.8435 -4.4336 3.2675
C 2.9111 -5.0344 2.3667
C 3.7331 0.7307 0.3052
O 2.8804 1.5670 0.0154
O 4.7106 1.0322 1.1965
C 4.6341 2.3370 1.7603
H 0.5641 -4.0872 -3.2615
H 2.2582 -3.8481 -3.7936
H 1.0416 -2.5595 -4.0379
H 5.3709 -3.1004 -1.5359
H 4.0366 -3.7930 -0.6086
H 5.7199 -4.0892 -0.0934
H 0.7159 -3.7833 0.2974
H -0.3843 -2.7053 -0.5772
H -0.5324 -2.8405 1.2084
H 2.5555 -2.1387 6.4554
H 1.3591 -3.2526 5.7293
H 1.0249 -1.5088 5.7663
H 2.7991 -6.0581 2.7151
H 3.3002 -5.0381 1.3472
H 1.9392 -4.5430 2.3870
H 5.4734 2.4103 2.4472
H 3.6919 2.4690 2.2926
H 4.7100 3.1000 0.9850
*
```

For the energy above the lowest of the compared OMol25 structures with the same formula, charge and spin, the calculation gives 24.3 kJ/mol. For the HOMO energy (spin up / spin down), the calculation gives -0.1774 / -0.1833 Eh.

Here are the Löwdin charges for atoms 1 to 5, given in e: 0.24, -0.31, 0.44, -0.35, -0.36

6.
Computed, not measured: C43H43Cl2N2O2Rh as an isolated structure, with ωB97M-V with the def2-TZVPD basis set.

Geometry as ORCA input:
```
! RIJCOSX wB97M-V def2-TZVPD def2/J DEFGRID3
* xyz 0 5
Rh 0.8098 1.0732 0.1714
Cl 6.6933 5.0661 1.6784
C 5.5270 3.8348 1.3906
C 5.9505 2.5233 1.3285
C 4.9593 1.5658 1.0890
Cl 5.3881 -0.0856 0.9853
C 3.5849 1.8953 0.9110
O 2.7678 0.9517 0.6930
C 3.1714 3.3070 0.9944
C 1.8358 3.7416 0.8768
O 0.7771 3.0513 0.6577
C 4.1866 4.2364 1.2330
H 6.9848 2.2485 1.4539
H 1.6800 4.8165 0.9981
H 3.9506 5.2889 1.3095
C -2.2741 1.7252 -3.2791
C -1.7715 2.9058 -2.4446
C -0.2449 2.9846 -2.4838
C -2.3781 2.9333 -1.0499
C -3.2819 3.9484 -0.7484
C -3.9089 4.0119 0.4828
C -3.6499 3.0449 1.4400
C -2.7556 2.0105 1.1892
C -2.4695 0.9478 2.2404
C -1.1286 1.1844 2.9449
C -3.5789 0.8224 3.2826
C -2.1210 1.9737 -0.0639
N -1.1633 0.9535 -0.3038
C -1.5273 -0.2962 -0.5639
C -0.5083 -1.2851 -0.5919
N 0.7317 -0.8881 -0.3531
C 1.7908 -1.8225 -0.1945
C 2.6841 -2.0603 -1.2489
C 3.7104 -2.9752 -1.0359
C 3.8637 -3.6230 0.1794
C 2.9865 -3.3542 1.2138
C 1.9408 -2.4514 1.0475
C 1.0263 -2.1363 2.2167
C 0.3587 -3.3926 2.7775
C 1.7969 -1.3850 3.3048
C 2.6140 -1.3685 -2.6005
C 1.3212 -1.6247 -3.3794
C 2.9142 0.1302 -2.5247
C -1.1264 -2.5889 -0.8611
C -0.6862 -3.8774 -0.9977
C -1.6460 -4.8937 -1.2537
C -2.9874 -4.6319 -1.3665
C -3.4689 -3.3016 -1.2295
C -4.8173 -2.8589 -1.3127
C -5.1171 -1.5306 -1.1515
C -4.1236 -0.5465 -0.8981
C -2.8183 -0.9486 -0.8143
C -2.5158 -2.3256 -0.9829
H -1.9422 1.8330 -4.3141
H -3.3642 1.6709 -3.2756
H -1.8868 0.7769 -2.9045
H -2.1423 3.8152 -2.9271
H 0.2038 2.0326 -2.1923
H 0.1371 3.7574 -1.8170
H 0.0882 3.1993 -3.5017
H -3.4952 4.6990 -1.5008
H -4.6054 4.8126 0.6973
H -4.1560 3.0998 2.3942
H -2.4081 -0.0159 1.7296
H -1.0506 2.2099 3.3095
H -0.2768 1.0044 2.2804
H -1.0167 0.5019 3.7905
H -3.6160 1.6922 3.9422
H -3.3921 -0.0509 3.9093
H -4.5588 0.7035 2.8178
H 4.4056 -3.1769 -1.8428
H 4.6722 -4.3295 0.3198
H 3.1175 -3.8477 2.1696
H 0.2314 -1.4788 1.8603
H 1.0949 -4.0907 3.1815
H -0.2130 -3.9120 2.0066
H -0.3235 -3.1285 3.5884
H 2.5957 -2.0077 3.7147
H 1.1317 -1.1071 4.1252
H 2.2545 -0.4781 2.9045
H 3.4246 -1.8169 -3.1827
H 0.4804 -1.0743 -2.9570
H 1.0631 -2.6848 -3.3908
H 1.4439 -1.2955 -4.4135
H 2.0687 0.6841 -2.1090
H 3.0901 0.5257 -3.5275
H 3.7929 0.3340 -1.9114
H 0.3626 -4.1337 -0.9133
H -1.2980 -5.9133 -1.3609
H -3.6843 -5.4386 -1.5595
H -5.6076 -3.5752 -1.5026
H -6.1497 -1.2121 -1.2179
H -4.4090 0.4908 -0.7752
*
```

For the energy above the lowest of the compared OMol25 structures with the same formula, charge and spin, the calculation gives 0.0 kJ/mol. For the HOMO energy (spin up / spin down), the calculation gives -0.2155 / -0.2953 Eh.

Here are the Löwdin charges for atoms 1 to 5, given in e: 1.13, 0.73, -0.65, -0.16, -0.56

7.
Computed, not measured: a 2-piece molecular cluster, CHBrF2OS overall at a distorted geometry, with ωB97M-V with the def2-TZVPD basis set.

Geometry as ORCA input:
```
! RIJCOSX wB97M-V def2-TZVPD def2/J DEFGRID3
* xyz 0 1
C 0.7298 -0.0606 0.1276
O -1.1212 1.4922 1.7949
F 1.0971 -0.9250 1.0357
F 0.5566 -0.6836 -0.9831
S -1.1135 0.4391 0.7895
Br -1.7185 -1.0010 -2.9347
H 1.5697 0.7390 0.1702
*
```

For the energy above the lowest of the compared OMol25 structures with the same formula, charge and spin, the calculation gives 306.0 kJ/mol. For the HOMO energy (spin up / spin down), the calculation gives -0.3730 / -0.3479 Eh.

Here are the natural (NBO) charges for atoms 1 to 5, given in e: 0.41, -0.76, -0.33, -0.31, 0.86

8.
Computed, not measured: one molecule with the formula C20H20N6O2 at a distorted geometry, with ωB97M-V with the def2-TZVPD basis set.

Geometry as ORCA input:
```
! RIJCOSX wB97M-V def2-TZVPD def2/J DEFGRID3
* xyz 0 1
N 5.7832 -1.3572 -0.4793
C 4.5522 -1.6181 -0.6863
N 4.2606 -2.8572 -0.7447
C 3.0412 -3.0927 -0.7076
N 2.6814 -4.3439 -0.9792
C 2.0583 -2.1664 -0.5981
C 0.6328 -2.3626 -0.5403
C -0.1981 -1.2507 -0.2895
C -1.6609 -1.4125 0.2281
N -1.9600 -2.7959 0.5204
C -1.5866 -3.6427 1.5574
C -2.3402 -4.8110 1.4428
N -3.1713 -4.7683 0.3101
C -2.9545 -3.5792 -0.2111
C 0.2752 0.0440 -0.3576
C -0.5110 1.1964 -0.3166
C -1.5066 1.4601 -1.3236
C -2.0567 2.7601 -1.4540
C -1.6275 3.7092 -0.5038
C -2.1201 5.0449 -0.8306
O -3.1952 5.4014 -0.0341
C -0.6955 3.4187 0.5453
C -0.3842 4.4969 1.5186
O -1.4741 4.5699 2.5125
C -0.1241 2.1912 0.6537
C 1.6452 0.1898 -0.3122
C 2.5279 -0.8255 -0.4826
N 3.8159 -0.5552 -0.5896
H 5.8339 -0.4119 -0.3220
H 6.1863 -1.9591 0.2120
H 1.6897 -4.6133 -1.1969
H 3.3861 -5.0874 -1.2075
H 0.1920 -3.3866 -0.5554
H -1.8813 -0.7766 1.1343
H -2.3598 -1.1520 -0.5148
H -0.9940 -3.4248 2.4270
H -2.1362 -5.6520 2.0246
H -3.5052 -3.0989 -1.0121
H -1.8639 0.6913 -1.9318
H -2.8310 2.9474 -2.1582
H -2.5357 5.1733 -1.7867
H -1.3176 5.7503 -0.8648
H -2.9179 5.3503 0.9172
H -0.2981 5.4283 0.9035
H 0.4637 4.2958 2.1315
H -1.5588 3.6959 2.8176
H 0.7266 2.0025 1.3708
H 2.0141 1.1839 -0.2361
*
```

For the energy above the lowest of the compared OMol25 structures with the same formula, charge and spin, the calculation gives 259.6 kJ/mol. Its structure (SMILES) is Nc1nc(N)c2cc(Cn3ccnc3)c(-c3ccc(CO)c(CO)c3)cc2n1. For the HOMO energy, the calculation gives -0.2916 Eh.

Here are the natural (NBO) charges for atoms 1 to 5, given in e: -0.76, 0.56, -0.54, 0.46, -0.78

no.,DFT total energy (eV)
1,-104593.022
2,-68641.248
3,-13023.437
4,-31477.757
5,-252009.199
6,-80417.042
7,-89410.021
8,-34097.852